C35H32N12O2PS3Ti | ωB97M-V with the def2-TZVPD basis set

Last column: Mulliken charge in e.
CARTESIAN COORDINATES (ANGSTROEM)
Ti -0.03 0.29 -0.03  -1.107
C 2.76 -3.12 1.56  -0.981
C 3.79 -2.40 2.11  -1.092
C 3.67 -1.02 2.20  -0.645
C 2.52 -0.42 1.71  0.537
N 1.54 -1.12 1.11  1.199
C 1.66 -2.44 1.07  -0.124
C 2.21 1.02 1.92  0.076
C 3.03 1.89 2.63  -0.921
C 2.54 3.15 2.93  -1.487
C 1.25 3.49 2.57  -0.931
C 0.50 2.58 1.83  0.438
N 1.01 1.40 1.47  1.743
C -0.93 2.77 1.48  0.145
C -1.67 3.87 1.88  -0.488
C -3.03 3.89 1.55  -1.064
C -3.58 2.82 0.88  -1.093
C -2.77 1.77 0.51  -1.066
N -1.47 1.75 0.79  1.981
H 2.78 -4.20 1.51  0.516
H 4.68 -2.88 2.50  0.435
H 4.45 -0.43 2.66  0.455
H 0.83 -2.99 0.62  0.094
H 4.01 1.59 2.96  0.514
H 3.15 3.86 3.48  0.460
H 0.83 4.45 2.84  0.534
H -1.22 4.69 2.41  0.463
H -3.63 4.75 1.82  0.451
H -4.63 2.80 0.61  0.605
H -3.13 0.91 -0.04  0.623
S -1.43 0.53 -2.22  -0.332
C -1.81 2.24 -2.29  0.404
C -3.12 2.60 -2.73  -0.174
N -4.20 2.86 -3.05  -0.595
C -0.95 3.20 -1.87  0.818
S 0.62 2.84 -1.22  -0.172
C -1.36 4.57 -1.85  -0.239
N -1.66 5.68 -1.79  -0.601
N -7.61 -1.97 2.78  -0.568
C -6.23 -1.87 2.63  1.098
C -5.58 -0.64 2.82  -0.986
C -4.21 -0.56 2.72  -0.248
C -3.46 -1.69 2.41  -0.643
C -4.09 -2.91 2.23  -0.294
C -5.47 -3.00 2.34  -0.864
S -1.71 -1.54 2.26  1.303
O -1.11 -2.80 2.59  -0.740
O -1.32 -0.36 2.99  -0.769
N -1.39 -1.18 0.71  0.647
C -1.32 -2.17 -0.23  -0.353
N -0.40 -1.81 -1.16  0.841
C -0.25 -2.60 -2.21  0.041
C -0.95 -3.79 -2.32  -0.979
C -1.82 -4.09 -1.28  -0.627
N -2.03 -3.29 -0.24  -0.390
H -8.12 -1.11 2.67  0.223
H -8.05 -2.75 2.34  0.222
H -6.16 0.24 3.07  0.311
H -3.71 0.38 2.88  0.614
H -3.50 -3.79 2.00  0.459
H -5.96 -3.96 2.21  0.294
H 0.44 -2.27 -2.98  0.203
H -0.83 -4.45 -3.16  0.450
H -2.39 -5.01 -1.30  0.425
C 5.20 -0.25 -2.31  -0.955
N 4.66 1.10 -2.38  0.132
C 4.16 1.34 -3.74  -0.956
N 3.19 0.34 -4.19  0.115
C 3.77 -0.99 -4.06  -0.949
N 4.26 -1.29 -2.71  0.101
C 3.15 -1.38 -1.75  -1.221
P 2.15 0.18 -1.65  2.730
C 3.60 1.30 -1.39  -1.589
C 1.92 0.46 -3.46  -1.077
H 5.55 -0.45 -1.30  0.400
H 6.06 -0.30 -2.99  0.295
H 5.01 1.31 -4.42  0.306
H 3.70 2.33 -3.78  0.418
H 4.62 -1.05 -4.74  0.324
H 3.03 -1.73 -4.35  0.414
H 3.56 -1.60 -0.76  0.327
H 2.51 -2.23 -2.02  0.361
H 4.01 1.12 -0.39  0.426
H 3.26 2.34 -1.42  0.552
H 1.49 1.45 -3.60  0.386
H 1.20 -0.25 -3.85  0.410

multiplicity	2
strongest force on any atom	1.8	eV/Å
energy	-4546.03522	hartree
E_HOMO (spin up / spin down)	-6.9 / -7.0	eV
charge	0
<S²>	0.757